(1)
Molecular formula: C22H23LuN2O7
Method: DFT, ωB97M-V/def2-TZVPD

```
55
Properties=species:S:1:pos:R:3:forces:R:3
Lu -0.246991 -0.226770 -0.233879 -2.3 -2.1 -0.4
C -2.546538 0.869935 0.439674 0.0 0.5 0.6
C -1.915177 0.584825 1.689704 0.1 0.9 -0.5
C -0.741293 1.393890 1.771288 -0.5 -0.1 -0.1
H -2.301034 -0.059593 2.479114 0.2 0.0 -0.5
C -0.649381 2.168446 0.576006 -0.3 0.1 0.5
C -1.761479 1.843089 -0.240063 -0.4 0.1 0.4
H -2.006893 2.309898 -1.192638 0.1 -0.2 0.3
H -3.518276 0.479998 0.115456 0.8 -0.1 0.0
H -0.069404 1.436862 2.632525 -0.2 0.0 -0.4
H 0.097695 2.929582 0.380826 -0.2 -0.3 -0.1
C -0.384269 -1.925832 -2.455917 0.2 0.6 -0.4
C -1.154392 -0.747784 -2.706084 0.6 -0.3 -0.3
C -0.264759 0.368447 -2.739782 0.2 -0.5 -0.3
H -2.210172 -0.733026 -2.970271 0.3 0.0 0.4
C 1.043478 -0.126040 -2.497450 0.0 0.0 -0.2
C 0.977674 -1.536885 -2.300666 -0.4 0.3 0.0
H 1.831596 -2.197555 -2.109270 -0.5 0.3 -0.1
H -0.746016 -2.957936 -2.529120 0.0 0.6 0.5
H -0.498436 1.396209 -3.008869 -0.1 -0.3 0.2
H 1.950296 0.469653 -2.519768 -0.4 -0.3 0.0
O 1.716831 0.715077 0.122798 2.7 0.2 2.6
C 2.842764 1.705185 -0.068872 1.2 -0.1 0.4
C 3.306733 1.505831 1.388798 -1.0 -0.2 -0.7
C 2.628056 3.159689 -0.423244 -0.8 1.0 -0.2
C 3.794371 1.132681 -1.091165 0.7 -0.5 -0.8
C 2.386178 0.289028 1.467569 0.4 0.6 0.2
H 2.906835 2.260469 2.034033 0.0 0.8 0.3
H 4.371261 1.422159 1.526686 0.3 -0.4 0.1
H 2.976889 -0.632077 1.483518 -0.7 -0.2 -0.9
H 1.730646 0.263639 2.369452 0.0 0.1 -1.2
H 3.588892 3.753628 -0.429318 -0.7 -1.1 0.0
H 1.985774 3.686462 0.285765 0.0 -0.2 0.1
H 2.162143 3.276481 -1.409049 0.1 -0.1 0.1
H 4.833957 1.469757 -0.987587 -0.3 0.2 0.4
H 3.528109 1.379472 -2.127342 -0.1 0.1 0.4
H 3.805963 0.051248 -1.057460 0.0 -0.3 0.2
O -2.041749 -1.808366 0.001599 1.9 0.5 0.6
C -1.294718 -2.555001 0.727982 -1.8 -1.3 -0.7
O -0.113041 -2.193065 1.067337 0.2 1.0 -0.4
C -1.895112 -3.913237 1.042092 -0.2 -0.1 -0.3
C -1.104994 -4.985624 1.487876 -0.4 1.1 -0.2
C -1.692719 -6.261304 1.597040 0.8 -0.2 -0.1
C -3.063419 -6.454201 1.352243 0.4 -0.3 0.1
C -3.847278 -5.385251 0.900905 -0.5 1.1 0.1
C -3.259596 -4.089929 0.696789 0.3 -0.6 0.3
N -5.257431 -5.592705 0.723995 3.7 -0.3 0.6
O -5.655401 -6.756588 0.981231 -1.4 -1.3 0.1
O -5.980045 -4.656181 0.342045 -1.4 1.5 -0.7
N -0.762630 -7.308489 1.874225 -2.9 1.9 -0.5
O 0.412744 -6.957045 2.033573 2.9 0.0 0.5
O -1.162660 -8.486122 1.984227 -0.5 -1.9 0.2
H -0.044527 -4.859039 1.678582 -0.3 0.0 0.0
H -3.520638 -7.431721 1.480815 0.2 0.3 -0.1
H -3.821530 -3.269710 0.252647 0.0 -0.4 0.3
```
Positions in Å, forces in eV/Å.

Computed properties:
Gap between HOMO and LUMO (spin up / spin down)   0.0490 / 0.0491 Ha
Net charge   -2
E_HOMO (spin up / spin down)   1.7 / 1.7 eV

Löwdin population analysis, charges in e, atoms 1 to 5: number 1, Lu, carries 1.726; number 2, C, carries -0.184; number 3, C, carries -0.166; number 4, C, carries -0.216; number 5, H, carries 0.116

(2)
Molecular formula: C22H23N3O2S
Method: DFT, ωB97M-V/def2-TZVPD

```
51
Properties=species:S:1:pos:R:3:forces:R:3
C 4.328726 2.500679 -0.832073 0.1 0.1 0.0
N 3.674042 1.842077 0.282712 -0.1 -0.1 0.0
C 2.484236 2.574350 0.661358 0.1 0.0 0.0
C 3.424132 0.436027 -0.028623 0.1 -0.2 0.2
C 2.696717 -0.309229 1.114565 0.1 -0.1 -0.3
N 1.260155 -0.268880 1.011422 0.0 0.4 0.2
C 0.551746 -1.293049 0.475851 -0.1 0.2 0.1
O 1.063574 -2.341863 0.133065 0.1 -0.2 -0.1
C -0.916757 -1.050902 0.373663 -0.3 -0.1 -0.1
C -1.469809 0.201788 0.127231 0.1 -0.3 0.1
C -2.837018 0.366166 0.016070 -0.2 0.2 0.0
C -3.682932 -0.731310 0.156438 0.5 0.1 0.0
N -5.069868 -0.636568 0.063939 -0.2 -0.3 0.0
C -5.842429 0.470553 -0.153294 0.1 0.1 0.0
O -5.415051 1.598532 -0.297839 0.1 0.0 0.0
C -7.287134 0.195738 -0.201642 -0.7 -0.2 0.0
C -8.255037 1.137700 -0.425758 0.5 -0.2 0.1
C -9.557616 0.605568 -0.420542 -0.2 -0.2 0.0
C -9.572787 -0.734458 -0.192090 0.3 -0.2 0.0
S -7.998017 -1.375568 0.020353 -0.2 0.6 -0.1
C -3.132317 -1.992788 0.389106 0.0 0.1 0.0
C -1.767264 -2.148341 0.486661 0.1 0.1 0.0
C 4.734158 -0.280309 -0.255417 0.0 0.0 -0.1
C 4.871199 -1.197163 -1.287566 0.0 0.1 0.1
C 6.059926 -1.885247 -1.459473 0.0 -0.1 -0.1
C 7.121987 -1.662762 -0.600560 0.1 -0.1 0.0
C 6.989765 -0.751730 0.434568 0.1 0.0 0.1
C 5.801024 -0.067595 0.609456 0.0 0.0 0.0
H 5.236334 1.961181 -1.093039 0.0 0.1 -0.1
H 4.599000 3.513187 -0.535369 0.0 0.1 -0.1
H 3.685239 2.555102 -1.724583 0.0 0.0 0.0
H 2.111771 2.215111 1.618953 -0.1 0.0 0.1
H 2.749139 3.623934 0.783994 -0.1 0.0 0.0
H 1.683128 2.509872 -0.093623 0.0 0.0 0.0
H 2.796962 0.337865 -0.937071 0.1 0.0 0.1
H 3.021502 0.089965 2.077476 0.0 0.0 0.0
H 2.968071 -1.366953 1.056019 0.0 0.2 0.1
H 0.778696 0.573912 1.275998 -0.1 -0.2 0.0
H -0.836051 1.065873 -0.014067 0.1 0.1 0.0
H -3.256267 1.338013 -0.182562 0.0 0.0 0.0
H -5.555718 -1.517849 0.169326 0.1 0.2 0.0
H -8.016807 2.173101 -0.587404 0.1 0.2 0.0
H -10.445286 1.190779 -0.579136 -0.2 0.1 0.0
H -10.416245 -1.393857 -0.134044 -0.2 -0.1 0.0
H -3.783878 -2.849983 0.487385 -0.1 -0.1 0.0
H -1.332070 -3.121869 0.652898 0.0 -0.1 0.0
H 4.041736 -1.377892 -1.955870 -0.1 0.0 -0.1
H 6.156465 -2.596018 -2.267049 0.0 -0.1 -0.1
H 8.050219 -2.198237 -0.736350 0.1 0.0 0.0
H 7.815596 -0.576969 1.108907 0.1 0.0 0.1
H 5.691117 0.650299 1.407613 0.0 0.1 0.1
```
Positions in Å, forces in eV/Å.

Computed properties:
Structure (SMILES)   CN(C)[C@H](CNC(=O)c1ccc(NC(=O)c2cccs2)cc1)c1ccccc1
Gap between HOMO and LUMO   0.3194 Ha
Energy above the lowest of the compared OMol25 structures with the same formula, charge and spin   1.2156 eV
E_HOMO   -8.6 eV

Löwdin population analysis, charges in e, atoms 1 to 5: number 1, C, carries -0.087; number 2, N, carries -0.232; number 3, C, carries -0.098; number 4, C, carries -0.280; number 5, C, carries -0.114

(3)
Molecular formula: C22H23N6O4PtS2
Method: DFT, ωB97M-V/def2-TZVPD

```
58
Properties=species:S:1:pos:R:3:forces:R:3
Pt 0.124179 -0.252779 0.089271 0.4 0.3 0.3
N 0.078427 -3.604997 2.871536 0.1 0.0 -0.1
C -0.006355 -2.755669 1.814320 0.0 0.1 0.0
S 0.689121 -1.146735 2.133975 -0.2 -0.1 0.0
N -0.597399 -3.202666 0.739287 0.0 -0.2 0.1
N -0.666646 -2.278243 -0.247043 0.0 0.4 -0.2
C -1.051598 -2.536915 -1.441410 0.1 0.0 0.3
C -1.486833 -3.869314 -1.910357 0.0 -0.1 0.0
C -0.790694 -4.515339 -2.929412 0.0 0.0 0.0
C -1.190384 -5.772876 -3.352035 0.0 0.0 0.0
C -2.290730 -6.383943 -2.767347 0.0 0.0 0.0
C -2.985793 -5.741914 -1.752236 0.0 0.0 0.0
C -2.582381 -4.489732 -1.317244 0.0 0.0 0.0
C -1.031655 -1.365811 -2.360007 0.0 0.3 -0.2
C -1.540065 -1.452288 -3.647791 0.0 0.0 0.1
C -1.524745 -0.338842 -4.473256 0.0 0.1 0.0
C -1.005474 0.849509 -3.996666 0.0 0.0 0.0
C -0.523201 0.888950 -2.700006 0.0 0.0 0.0
N -0.530393 -0.179912 -1.907682 -0.2 -0.1 -0.1
H 0.782116 -3.414399 3.565705 0.0 0.0 0.0
H -0.088852 -4.578435 2.664381 0.0 0.0 0.0
H 0.072081 -4.040071 -3.380796 0.0 0.0 0.0
H -0.642040 -6.276314 -4.136742 0.0 0.0 0.0
H -2.605739 -7.363089 -3.102198 0.0 0.0 0.0
H -3.842204 -6.219538 -1.295744 0.0 0.0 0.0
H -3.113151 -3.989490 -0.517908 0.0 0.0 0.0
H -1.951630 -2.390038 -3.989308 0.0 0.0 0.0
H -1.921991 -0.404413 -5.477000 0.0 0.0 0.0
H -0.976191 1.742436 -4.603455 0.0 0.0 0.0
H -0.111184 1.785363 -2.259749 0.0 0.0 0.0
O 2.713200 0.948897 0.565544 0.7 -0.2 -0.1
C 2.887311 -0.071215 -0.151894 0.1 0.3 0.1
O 1.968197 -0.762854 -0.641549 0.4 -0.5 -0.1
H 3.926453 -0.349135 -0.336846 -0.1 -0.1 -0.1
C 1.215179 3.752339 -0.379427 0.0 0.0 0.0
O 1.178756 2.326306 -0.569844 0.2 0.1 0.0
C 1.220696 1.617681 0.604943 -1.6 -0.3 -0.3
O 1.000284 2.110067 1.684975 0.2 -0.1 0.2
H 1.256305 4.179907 -1.377633 0.0 0.0 0.0
H 2.101076 4.037577 0.185954 0.0 0.0 0.0
H 0.321823 4.086300 0.145350 0.0 0.0 0.0
C -1.725062 -0.446611 5.537569 0.0 0.0 0.0
C -1.705455 0.649676 4.531372 0.0 0.1 0.0
C -1.478170 1.978595 4.795032 0.0 -0.1 0.0
C -1.496456 2.885696 3.732108 -0.1 -0.1 0.0
N -1.707344 2.486401 2.471452 0.0 0.2 0.1
C -1.844850 1.211381 2.229160 0.0 -0.1 -0.2
S -1.979957 0.598812 0.597287 -0.3 0.0 0.2
N -1.903972 0.311877 3.243410 0.1 0.1 0.0
C -1.252890 4.338385 3.922780 0.0 0.0 0.0
H -1.527714 -0.058560 6.532721 0.0 0.0 0.0
H -0.965142 -1.189187 5.286099 0.0 0.0 0.0
H -2.696049 -0.944316 5.541815 0.0 0.0 0.0
H -1.295147 2.308479 5.806455 0.0 0.0 0.0
H -2.019922 -0.660246 2.982388 0.0 0.0 0.0
H -1.126070 4.604474 4.968832 0.0 0.0 0.0
H -2.078459 4.905219 3.491930 0.0 0.0 0.0
H -0.353735 4.600362 3.361368 0.0 0.0 0.0
```
Positions in Å, forces in eV/Å.

Computed properties:
Gap between HOMO and LUMO   0.2668 Ha
Net charge   +1
Energy above the lowest of the compared OMol25 structures with the same formula, charge and spin   2.0525 eV
E_HOMO   -10.5 eV

Löwdin population analysis, charges in e, atoms 1 to 5: number 1, Pt, carries 0.966; number 2, N, carries 0.076; number 3, C, carries -0.754; number 4, S, carries 0.695; number 5, N, carries 0.042

(4)
Molecular formula: C22H23NO4S2
Method: DFT, ωB97M-V/def2-TZVPD

```
52
Properties=species:S:1:pos:R:3:forces:R:3
C 0.860855 3.165841 0.400698 -0.2 0.4 0.1
N -0.386575 2.432887 0.457092 -0.7 -0.2 0.6
C -1.531004 3.259190 0.800936 0.1 0.3 0.1
C -0.729599 1.687195 -0.743455 -3.2 4.8 0.0
C -0.587711 0.300832 -0.508114 0.4 -5.2 0.0
C -1.911003 -0.220562 -0.004470 -0.5 -1.1 0.6
C -2.873814 -0.971056 -0.708419 0.4 0.4 0.3
C -4.135450 -1.161245 -0.119764 0.3 0.4 0.1
C -4.419521 -0.698900 1.178525 0.1 -0.5 -0.4
C -3.403537 -0.113432 1.934996 -0.2 0.2 -0.3
C -2.193031 0.174438 1.318057 0.0 -0.4 -0.2
S 0.337027 0.013158 -2.379025 1.6 4.8 0.9
O -0.615801 0.298804 -3.449396 0.3 -1.3 0.3
O 1.055573 1.270999 -1.877785 -0.1 -1.0 -1.8
C 2.080197 -0.340105 -2.942922 0.3 -1.3 -0.2
C 3.090293 0.244491 -2.172907 1.2 0.1 0.1
C 4.364995 0.338293 -2.707093 -0.5 -0.8 -0.2
C 4.613449 -0.266309 -3.951484 0.1 -0.1 0.1
C 3.596149 -0.897660 -4.666270 0.4 0.4 0.0
C 2.287293 -0.916406 -4.177034 -0.3 0.1 0.6
S 0.898077 -0.567102 0.529956 1.1 -0.1 -0.5
O 1.460613 -1.527306 -0.429815 -0.7 1.0 0.8
O 1.730750 0.452643 1.145012 -0.3 -0.6 -0.8
C 0.421199 -1.601464 1.931708 -0.2 0.3 0.0
C 0.989890 -1.259687 3.152285 -0.4 0.5 0.4
C 0.527198 -1.887064 4.309254 0.2 -0.2 0.0
C -0.424303 -2.908417 4.232724 0.2 0.2 -0.1
C -0.888915 -3.314312 2.978551 0.2 -0.1 0.1
C -0.425405 -2.694420 1.820259 -0.5 0.2 -0.2
H 0.893571 3.824583 1.278822 0.1 -0.2 -0.1
H 1.695103 2.470888 0.443576 0.0 0.3 -0.2
H 0.901450 3.800849 -0.497522 0.2 0.0 0.0
H -1.372605 3.733692 1.781406 -0.1 -0.1 -0.3
H -1.689858 4.038095 0.029792 -0.1 0.0 0.2
H -2.420546 2.615658 0.839749 0.2 0.4 0.1
H -1.839731 1.765923 -0.923524 0.5 0.1 0.8
H -0.468079 2.272807 -1.640989 0.4 -0.8 0.5
H -2.638258 -1.345947 -1.714363 -0.3 0.2 0.5
H -4.913883 -1.625175 -0.718653 0.1 -0.1 0.2
H -5.428940 -0.814793 1.586388 0.4 -0.1 -0.1
H -3.567952 0.178024 2.978595 0.0 -0.1 -0.5
H -1.434043 0.744426 1.830513 0.1 0.0 0.3
H 2.933063 0.714266 -1.202354 -0.1 -0.5 -0.5
H 5.141434 0.828014 -2.114618 -0.2 -0.2 -0.4
H 5.637900 -0.271412 -4.319887 -0.3 0.0 -0.2
H 3.801985 -1.338599 -5.634126 0.1 0.0 0.1
H 1.437040 -1.320539 -4.724552 0.3 0.0 0.0
H 1.744165 -0.469273 3.211003 -0.5 -0.3 -0.1
H 0.936676 -1.561054 5.266997 -0.1 -0.2 -0.2
H -0.762118 -3.411374 5.146768 0.0 0.3 -0.4
H -1.621258 -4.111403 2.913563 0.1 0.0 -0.1
H -0.753005 -3.010980 0.831315 -0.1 0.1 0.3
```
Positions in Å, forces in eV/Å.

Computed properties:
Structure (SMILES)   CN(C)CC(c1ccccc1)(S(=O)(=O)c1ccccc1)S(=O)(=O)c1ccccc1
Gap between HOMO and LUMO   0.2533 Ha
Energy above the lowest of the compared OMol25 structures with the same formula, charge and spin   7.9706 eV
E_HOMO   -8.0 eV

Löwdin population analysis, charges in e, atoms 1 to 5: number 1, C, carries -0.078; number 2, N, carries -0.244; number 3, C, carries -0.090; number 4, C, carries -0.315; number 5, C, carries -0.242

(5)
Molecular formula: C22H23NO5
Method: DFT, ωB97M-V/def2-TZVPD

```
51
Properties=species:S:1:pos:R:3:forces:R:3
C -3.971981 -0.698207 2.422198 -0.1 -0.4 0.2
O -4.016788 0.247517 1.364077 0.1 0.4 -0.1
C -4.685164 -0.109717 0.263057 -0.2 0.2 -0.1
O -5.255106 -1.162863 0.137442 0.0 -0.2 0.0
C -4.589513 0.960980 -0.796007 0.0 -0.1 -0.1
C -3.397220 0.661854 -1.731868 0.0 0.0 0.3
C -2.105273 0.659261 -0.989553 -0.1 0.8 -0.4
C -1.287438 1.733581 -0.695167 0.0 -0.5 0.0
C -1.507521 3.139546 -1.124442 0.0 0.0 -0.1
C -0.189340 1.254187 0.061753 -0.7 -0.2 0.0
C 0.946056 2.050087 0.495614 0.0 -0.2 0.0
O 0.897101 3.255321 0.667763 0.1 0.0 0.1
C 2.224493 1.303553 0.729119 0.4 0.1 -0.2
C 2.910182 1.508351 1.919858 -0.1 -0.1 -0.1
C 4.079663 0.821550 2.165307 0.0 0.0 0.1
C 4.588852 -0.039694 1.207227 0.0 -0.1 -0.1
C 3.948820 -0.219153 -0.012780 0.0 -0.1 -0.1
O 4.443767 -1.020171 -1.011043 -0.4 0.4 0.1
C 5.649705 -1.707392 -0.790732 0.2 -0.1 0.0
C 2.736567 0.454415 -0.258001 -0.1 0.1 0.1
O 2.028956 0.407955 -1.424809 0.6 0.3 0.3
C 2.026004 -0.764896 -2.207118 -0.1 -0.4 -0.4
C -0.395080 -0.121758 0.246663 0.1 0.6 0.1
C 0.274784 -1.113861 0.975995 0.0 -0.6 0.1
C -0.200511 -2.396466 0.981480 0.2 0.3 0.1
C -1.370881 -2.710395 0.260708 -0.2 0.1 -0.2
C -2.039029 -1.735243 -0.413093 -0.1 -0.8 0.1
N -1.574720 -0.460139 -0.412711 0.5 0.1 0.2
H -3.320235 -1.532980 2.153404 0.0 0.1 0.0
H -4.972825 -1.082177 2.628983 0.1 0.0 0.0
H -3.573975 -0.171695 3.285584 0.0 0.0 -0.1
H -4.437750 1.925709 -0.314552 0.0 0.0 0.0
H -5.513008 0.967875 -1.374831 0.0 0.0 0.1
H -3.564162 -0.295117 -2.230416 0.0 0.1 -0.1
H -3.364654 1.439064 -2.497205 0.0 -0.1 0.0
H -1.859508 3.183908 -2.154100 -0.1 0.0 -0.1
H -0.584658 3.703640 -1.028848 -0.1 0.1 -0.1
H -2.254038 3.613631 -0.487191 0.0 0.1 0.0
H 2.499626 2.194207 2.644267 0.0 0.1 0.1
H 4.609994 0.954862 3.095621 0.0 0.0 0.1
H 5.512095 -0.557288 1.412439 0.1 -0.1 0.0
H 6.481385 -1.018011 -0.613764 0.0 0.0 0.0
H 5.570106 -2.407538 0.047444 0.0 0.0 0.0
H 5.836312 -2.265992 -1.707046 0.0 0.0 0.1
H 2.942633 -0.869301 -2.790706 -0.1 0.0 0.1
H 1.175402 -0.656404 -2.880897 0.0 0.0 0.0
H 1.886036 -1.656472 -1.589932 0.0 0.0 0.0
H 1.159217 -0.844186 1.529844 0.0 0.0 0.0
H 0.306759 -3.169169 1.537186 0.1 0.0 0.1
H -1.751015 -3.718926 0.252580 -0.1 0.0 -0.1
H -2.953105 -1.935857 -0.948808 -0.1 0.1 0.0
```
Positions in Å, forces in eV/Å.

Computed properties:
Structure (SMILES)   COC(=O)CCc1c(C)c(C(=O)c2cccc(OC)c2OC)c2ccccn12
Gap between HOMO and LUMO   0.2951 Ha
Energy above the lowest of the compared OMol25 structures with the same formula, charge and spin   1.7983 eV
E_HOMO   -7.4 eV

Löwdin population analysis, charges in e, atoms 1 to 5: number 1, C, carries -0.035; number 2, O, carries -0.033; number 3, C, carries -0.528; number 4, O, carries 0.106; number 5, C, carries -0.064

How do the records compare in calculated total energy? In the order shown, they have -2723.68764; -1565.10576; -2397.17329; -2003.93625; -1283.07777 hartree.